Entry 1:
18
Properties=species:S:1:pos:R:3:forces:R:3:mulliken_charge:R:1 method="wB97M-V/def2-TZVPD" gap_ha=0.26058 mol_weight_g_mol=103.145 charge=-1 e_above_lowest_ev=3.630 total_energy_ha=-343.6378 largest_force_ev_per_a=3.457
N -0.084488 -0.812462 -2.804363 -2.704 0.778 0.690 -0.76
C 0.970597 -0.104650 -2.026346 -1.979 0.667 2.133 -0.25
C 0.180885 1.016529 -1.120920 1.355 1.062 2.998 -0.85
N -0.664890 0.479404 0.089601 0.479 -2.148 -0.002 -0.32
C -0.786796 0.951546 1.524875 2.915 0.322 0.080 -0.54
C -0.238813 -0.391821 2.477619 1.001 0.553 0.161 -0.33
O 0.690375 -1.207539 1.879682 -1.335 1.719 0.439 -0.85
H -0.561914 -1.648506 -2.361525 1.900 0.829 -0.140 0.33
H -0.874606 -0.158006 -2.525151 0.740 -0.970 -1.484 0.28
H 1.639201 0.527149 -2.665612 -0.379 -1.079 0.287 0.28
H 1.480126 -0.862406 -1.360621 -0.092 1.319 -0.601 0.26
H 0.969407 1.834073 -0.847552 -0.639 -1.553 0.395 0.28
H -0.504740 1.738499 -1.603709 0.015 -1.054 -0.970 0.40
H -0.323904 -0.512239 0.382161 0.200 1.582 -1.308 0.22
H -0.045844 1.868291 1.694111 -1.471 -1.700 -0.135 0.20
H -1.802060 1.201511 1.936343 0.603 -0.003 -0.965 0.26
H -1.169106 -1.028758 2.680403 0.463 1.086 0.334 0.19
H 0.160857 0.202488 3.505662 -1.074 -1.410 -1.911 0.18



Entry 2:
29
Properties=species:S:1:pos:R:3:forces:R:3:mulliken_charge:R:1 method="wB97M-V/def2-TZVPD" gap_ha="0.28838 / 0.28820" mol_weight_g_mol=176.263 e_above_lowest_ev=5.810 total_energy_ha=-538.0559 largest_force_ev_per_a=3.546
C -3.621253 1.315217 -0.241373 0.575 -1.023 0.085 -0.46
C -2.843663 1.246707 -1.375435 -0.287 1.985 -1.211 -0.36
C -3.444562 0.330341 0.712924 -2.350 1.808 1.698 -1.03
C -1.791588 0.357282 -1.549987 -0.965 -1.038 2.515 -0.60
C -2.382255 -0.495612 0.627186 0.911 -1.749 -0.674 -0.08
C -1.526893 -0.552924 -0.492816 -1.927 1.201 0.267 1.04
C 1.773974 0.348621 -0.164260 -1.114 -0.636 0.154 0.75
C 0.789990 -0.245226 0.536823 0.484 -0.096 -1.580 0.68
C 1.709644 0.128256 -1.634073 1.781 2.050 -0.536 -1.01
C 2.841414 1.200302 0.514204 -2.762 0.534 -1.041 -1.52
C 0.718827 -0.316547 2.009623 -1.675 -1.290 0.565 -1.53
N -0.674513 -2.629479 0.199723 -1.081 -1.294 1.054 -0.59
N -0.552200 -1.541030 -0.590525 2.208 2.505 1.195 -0.22
H -4.350390 2.076984 -0.107169 -0.594 0.352 -0.139 0.42
H -3.169105 2.042925 -2.094727 0.982 -1.070 0.051 0.25
H -4.234155 0.367193 1.542287 1.619 -0.575 -0.885 0.25
H -1.253869 0.176737 -2.409712 0.970 0.278 -1.996 0.54
H -2.228415 -1.298544 1.308108 -0.213 -0.097 0.958 0.28
H 0.846138 -0.373370 -1.751345 -3.097 -1.348 -0.834 0.15
H 2.384845 -0.577031 -2.073958 1.272 -0.149 0.073 0.31
H 1.683242 1.038278 -2.267548 0.209 -0.298 0.481 0.25
H 3.796189 0.905784 0.264751 2.178 -0.360 -0.969 0.36
H 2.738626 1.067072 1.528320 -0.068 -0.406 2.521 0.41
H 2.651412 2.273985 0.403328 0.280 -0.137 -0.592 0.32
H 0.374615 0.650985 2.503309 0.934 -1.153 -0.583 0.22
H -0.060973 -1.104924 2.369273 1.407 1.041 -0.670 0.21
H 1.748855 -0.709531 2.194655 -0.962 0.585 1.057 0.51
H -0.423638 -3.422516 -0.359755 0.222 -0.396 0.031 0.24
H -1.555231 -2.844303 0.733258 1.060 0.775 -0.995 0.20